Entry 1:
93
Properties=species:S:1:pos:R:3:mulliken_charge:R:1 method="wB97M-V/def2-TZVPD" multiplicity=7 total_charge=+1 de_lowest_ev=3.5817 s_squared=12.013 homo_lumo_gap_ev="3.308 / 5.814" e_homo_ha="-0.302 / -0.302"
Eu -1.136 1.166 -2.444 1.230
C -4.212 2.579 -2.943 -0.706
C -3.399 2.849 -4.245 -0.680
N -1.974 3.162 -4.131 -0.073
C -1.572 4.517 -3.630 -0.776
C -0.489 4.365 -2.574 -0.655
N -1.011 3.642 -1.395 -0.047
C -2.264 4.066 -0.748 -0.789
C -3.288 2.918 -0.662 -0.552
N -3.384 2.057 -1.830 -0.067
H -4.977 1.827 -3.175 0.403
H -4.740 3.515 -2.694 0.307
H -3.891 3.637 -4.840 0.457
H -3.527 1.938 -4.853 0.262
H -1.575 3.058 -5.052 0.242
H -2.483 4.972 -3.223 0.276
H -1.245 5.176 -4.495 0.452
H -0.200 5.411 -2.341 0.458
H 0.378 3.795 -2.981 0.343
H -0.264 3.677 -0.686 0.303
H -2.676 4.895 -1.300 0.252
H -2.059 4.350 0.296 0.477
H -4.252 3.317 -0.418 0.510
H -3.034 2.253 0.201 0.058
H -3.770 1.156 -1.499 0.400
Se 3.912 2.209 1.856 -0.474
P 3.055 0.326 2.399 0.349
C 4.232 -1.028 2.027 0.551
C 5.021 -1.698 2.991 -0.074
C 5.853 -2.688 2.529 -0.617
C 5.934 -2.974 1.118 -0.627
C 5.128 -2.273 0.207 -0.792
C 4.219 -1.346 0.691 -0.317
C 2.536 0.093 4.098 0.464
C 2.123 -1.196 4.533 0.135
C 1.502 -1.360 5.743 -0.622
C 1.444 -0.286 6.656 -0.527
C 1.961 0.951 6.324 -0.708
C 2.472 1.161 5.036 -0.275
C 1.894 0.562 1.061 0.180
C 0.668 -0.006 0.696 -0.378
N 0.329 0.638 -0.485 0.868
N 1.092 1.667 -0.717 -0.657
N 2.063 1.658 0.200 -0.840
P -0.493 -1.320 1.111 0.718
Se -1.581 -1.726 -0.743 -0.669
C -1.730 -0.535 2.142 0.650
C -1.381 0.243 3.228 -0.071
C -2.291 0.413 4.273 -0.724
C -3.532 -0.173 4.242 -0.519
C -3.914 -0.931 3.111 -0.759
C -3.065 -0.987 2.001 -0.781
C 0.306 -2.781 1.735 0.811
C 1.443 -3.161 1.045 -0.386
C 2.082 -4.305 1.480 -0.636
C 1.717 -4.972 2.664 -0.578
C 0.589 -4.533 3.351 -0.558
C -0.161 -3.500 2.828 -0.291
H 5.006 -1.464 4.096 0.355
H 6.402 -3.199 3.290 0.463
H 6.636 -3.707 0.753 0.414
H 5.223 -2.518 -0.847 0.432
H 3.596 -0.770 -0.010 0.364
H 2.165 -2.002 3.805 0.231
H 1.156 -2.363 6.083 0.376
H 1.026 -0.502 7.648 0.396
H 1.912 1.789 7.002 0.427
H 2.885 2.118 4.690 0.325
H -0.373 0.690 3.338 0.242
H -1.974 0.993 5.111 0.465
H -4.250 -0.008 5.030 0.398
H -4.908 -1.404 3.043 0.391
H -3.368 -1.564 1.147 0.487
H 1.786 -2.561 0.169 0.398
H 2.987 -4.631 0.929 0.362
H 2.329 -5.778 3.059 0.416
H 0.326 -4.892 4.348 0.440
H -1.101 -3.210 3.323 0.300
N 1.788 -0.525 -8.289 -0.537
C 1.953 -0.135 -7.190 0.463
N 2.270 0.469 -6.077 -0.636
C 1.452 0.835 -5.219 0.524
N 0.683 1.145 -4.351 -0.653
C -1.292 -2.780 -4.472 -0.876
S -2.619 -1.624 -4.720 0.399
C -2.217 -0.998 -6.364 -0.727
O -2.256 -0.481 -3.752 -0.364
H -0.371 -2.199 -4.555 0.238
H -1.460 -3.471 -5.305 0.447
H -1.334 -3.272 -3.500 0.269
H -3.170 -0.698 -6.831 0.337
H -1.610 -1.675 -7.001 0.405
H -1.664 -0.049 -6.152 0.097



Entry 2:
12
Properties=species:S:1:pos:R:3:mulliken_charge:R:1 method="wB97M-V/def2-TZVPD" de_lowest_ev=4.4231 homo_lumo_gap_ev=8.161 e_homo_ha=-0.309
C -0.150 -0.358 -0.331 0.006
C 0.312 -1.740 0.032 -1.033
C 0.568 1.447 -0.028 0.099
N -1.265 0.153 0.333 -0.475
N -0.967 1.397 0.396 0.162
O 1.012 2.226 -0.846 -0.581
H -0.177 -0.139 -1.397 0.362
H -1.697 2.096 0.546 0.245
H 1.068 1.208 0.929 0.307
H -0.429 -2.491 -0.259 0.299
H 0.478 -1.833 1.107 0.293
H 1.248 -1.966 -0.481 0.316



Entry 3:
109
Properties=species:S:1:pos:R:3:mulliken_charge:R:1 method="wB97M-V/def2-TZVPD" smiles="CCCCN[C@]1(P(O)Br)OS(=O)(=O)O[C@H]1S.O=C1OCCO1.O=C1OCCO1.O=C1OCCO1.O=C1OCCO1.O=C1OCCO1.O=C1OCCO1.O=C1OCCO1.O=C1OCCO1" homo_lumo_gap_ev=8.320 e_homo_ha=-0.339
C -3.084 0.408 0.357 -0.607
C -2.866 -1.160 -0.121 0.161
C -1.578 -1.831 0.698 -0.380
C -2.100 -2.513 2.114 -0.744
N -3.080 -1.653 2.880 -0.009
C -2.383 -0.729 3.875 -0.272
P -3.893 0.358 4.451 0.350
O -4.588 -0.585 5.781 -0.572
Br -3.222 2.416 5.135 -0.021
O -1.233 0.068 3.332 -0.146
S 0.269 -0.600 3.899 1.155
O 1.044 -1.333 2.775 -0.594
O 1.334 0.380 4.468 -0.538
O -0.244 -1.888 4.949 -0.319
C -1.653 -1.438 5.202 -0.071
S -1.359 -0.305 6.712 -0.161
H -3.792 0.530 1.282 0.088
H -2.008 0.864 0.582 0.199
H -3.574 0.959 -0.574 0.218
H -2.535 -1.134 -1.265 -0.186
H -3.841 -1.824 0.046 0.270
H -0.755 -1.002 0.864 0.140
H -1.053 -2.698 0.089 0.333
H -2.704 -3.490 1.788 0.463
H -1.184 -2.897 2.733 0.256
H -3.842 -2.205 3.334 0.292
H -5.069 -1.371 5.339 0.333
H -2.356 -2.264 5.693 0.349
H -0.707 0.869 6.216 0.143
O -4.490 -1.030 -3.669 -0.552
C -3.426 -1.197 -4.240 0.538
O -2.216 -1.274 -3.611 -0.268
C -1.275 -1.694 -4.581 -0.243
C -1.902 -1.279 -5.872 -0.256
O -3.288 -1.332 -5.592 -0.342
H -0.307 -1.214 -4.415 0.241
H -1.151 -2.780 -4.506 0.248
H -1.638 -0.255 -6.155 0.204
H -1.647 -1.953 -6.694 0.327
O -4.371 5.678 6.006 -0.523
C -3.198 5.999 5.915 0.613
O -2.331 5.500 4.986 -0.280
C -1.151 6.277 5.066 -0.289
C -1.195 6.827 6.455 -0.315
O -2.580 6.903 6.731 -0.313
H -0.266 5.659 4.891 0.289
H -1.192 7.063 4.304 0.245
H -0.724 6.159 7.184 0.254
H -0.730 7.814 6.527 0.293
O -5.339 1.891 0.344 -0.551
C -6.119 1.387 -0.447 0.616
O -6.649 0.135 -0.318 -0.268
C -7.663 0.015 -1.297 -0.340
C -7.265 1.021 -2.329 -0.196
O -6.574 2.001 -1.578 -0.322
H -7.696 -1.001 -1.698 0.288
H -8.629 0.248 -0.837 0.287
H -6.584 0.604 -3.078 0.155
H -8.128 1.459 -2.837 0.292
O 0.870 1.081 -6.158 -0.578
C 1.753 0.241 -6.197 0.577
O 2.645 0.012 -5.189 -0.344
C 3.345 -1.173 -5.521 -0.401
C 3.208 -1.248 -7.007 -0.116
O 1.978 -0.593 -7.254 -0.130
H 4.389 -1.109 -5.202 0.321
H 2.869 -2.019 -5.014 0.260
H 4.006 -0.709 -7.529 0.007
H 3.179 -2.278 -7.371 0.397
O 2.945 -1.447 -9.762 -0.561
C 2.149 -0.740 -10.356 0.647
O 2.490 0.168 -11.317 -0.287
C 1.284 0.610 -11.911 -0.358
C 0.263 0.351 -10.850 -0.299
O 0.800 -0.753 -10.145 -0.245
H 1.348 1.669 -12.177 0.296
H 1.101 0.026 -12.819 0.270
H 0.155 1.193 -10.159 0.262
H -0.717 0.105 -11.268 0.292
O 8.766 -1.173 -6.581 -0.546
C 8.201 -0.661 -7.533 0.646
O 8.596 -0.802 -8.832 -0.314
C 7.568 -0.255 -9.636 -0.285
C 6.883 0.701 -8.715 -0.194
O 7.092 0.129 -7.438 -0.330
H 7.987 0.242 -10.516 0.304
H 6.908 -1.065 -9.965 0.240
H 7.337 1.698 -8.734 0.277
H 5.815 0.793 -8.930 0.211
O 1.937 -2.515 12.507 -0.545
C 1.372 -2.003 11.554 0.567
O 1.768 -2.144 10.255 -0.263
C 0.740 -1.597 9.451 0.040
C 0.055 -0.640 10.373 -0.299
O 0.263 -1.213 11.650 -0.329
H 1.158 -1.100 8.571 0.074
H 0.080 -2.406 9.122 0.226
H 0.509 0.356 10.354 0.276
H -1.013 -0.549 10.158 0.293
O 7.586 -0.435 8.068 -0.548
C 6.404 -0.723 7.983 0.585
O 5.397 0.185 7.823 -0.339
C 4.221 -0.551 7.542 -0.159
C 4.507 -1.894 8.130 -0.125
O 5.915 -1.997 8.036 -0.340
H 3.348 -0.074 7.998 0.188
H 4.079 -0.590 6.457 0.212
H 4.218 -1.960 9.185 0.191
H 4.021 -2.703 7.577 0.315



Entry 4:
57
Properties=species:S:1:pos:R:3:mulliken_charge:R:1 method="wB97M-V/def2-TZVPD" de_lowest_ev=0.8768 smiles="Cc1cc2ccccc2n1CCNC(=O)c1ccc(S(=O)(=O)N2CCCCC2)cc1" homo_lumo_gap_ev=8.145 e_homo_ha=-0.293
C 6.581 0.094 -1.596 -1.468
C 5.490 0.699 -0.784 1.033
C 5.022 1.980 -0.810 -1.538
C 3.994 2.081 0.168 1.102
C 3.156 3.112 0.588 -0.740
C 2.244 2.855 1.587 -0.676
C 2.158 1.594 2.183 -0.832
C 2.975 0.556 1.788 -0.341
C 3.888 0.802 0.769 0.315
N 4.813 -0.022 0.175 0.115
C 4.905 -1.437 0.393 -1.007
C 3.982 -2.218 -0.568 -0.736
N 2.622 -1.740 -0.502 -0.120
C 1.745 -2.233 0.405 0.186
O 1.996 -3.209 1.085 -0.697
C 0.427 -1.528 0.490 1.361
C -0.636 -2.253 1.031 -1.175
C -1.878 -1.669 1.183 -0.467
C -2.052 -0.351 0.806 -0.158
S -3.671 0.389 1.016 1.506
O -4.151 0.099 2.334 -0.781
O -3.595 1.767 0.610 -0.684
N -4.541 -0.560 -0.058 0.075
C -5.923 -0.812 0.297 -0.994
C -6.827 0.365 -0.066 -0.422
C -6.685 0.683 -1.553 -0.766
C -5.222 0.979 -1.874 -0.523
C -4.347 -0.200 -1.447 -0.834
C -1.009 0.388 0.285 -0.901
C 0.234 -0.199 0.120 -0.155
H 7.379 -0.282 -0.955 0.302
H 6.218 -0.734 -2.205 0.288
H 6.998 0.849 -2.256 0.364
H 5.370 2.769 -1.447 0.451
H 3.227 4.090 0.136 0.435
H 1.582 3.639 1.925 0.420
H 1.433 1.429 2.966 0.467
H 2.892 -0.414 2.256 0.408
H 4.603 -1.652 1.420 0.451
H 5.935 -1.771 0.254 0.391
H 4.333 -2.123 -1.597 0.404
H 3.976 -3.270 -0.277 0.387
H 2.416 -0.875 -0.973 0.281
H -0.455 -3.274 1.332 0.485
H -2.713 -2.207 1.602 0.451
H -5.938 -0.997 1.371 0.454
H -6.242 -1.718 -0.230 0.408
H -6.520 1.231 0.524 0.284
H -7.862 0.124 0.180 0.379
H -7.306 1.541 -1.816 0.376
H -7.025 -0.173 -2.143 0.296
H -4.898 1.863 -1.324 0.288
H -5.090 1.162 -2.942 0.401
H -3.288 0.040 -1.571 0.303
H -4.578 -1.085 -2.052 0.440
H -1.183 1.421 0.025 0.551
H 1.043 0.406 -0.259 0.158



Entry 5:
94
Properties=species:S:1:pos:R:3:mulliken_charge:R:1 method="wB97M-V/def2-TZVPD" multiplicity=2 total_charge=+3 s_squared=0.789 homo_lumo_gap_ev="6.614 / 5.818" e_homo_ha="-0.601 / -0.605"
Ir 0.425 -0.372 0.441 1.596
C -0.687 1.255 4.174 -0.795
C -0.252 2.277 3.138 0.749
C 0.378 3.515 3.784 -1.688
P 0.828 1.608 1.784 1.235
C 2.604 1.770 2.209 2.539
C 2.839 0.979 3.506 -1.550
C 3.289 3.137 2.237 -1.659
C 0.284 2.560 0.327 0.275
C 0.699 3.804 -0.137 -0.902
C -0.024 4.426 -1.150 -0.994
C -1.149 3.815 -1.701 -0.898
C -1.582 2.579 -1.242 -0.222
C -0.864 1.968 -0.226 -0.474
N -1.175 0.726 0.362 0.531
C -2.411 0.368 0.799 0.463
C -3.510 1.259 0.861 -0.490
C -4.686 0.839 1.444 -1.070
C -4.790 -0.437 2.004 -0.967
C -3.706 -1.322 1.956 -0.657
C -2.536 -0.928 1.345 -0.134
P -1.102 -1.961 1.084 0.872
C -1.595 -3.173 -0.214 0.955
C -2.516 -4.261 0.357 -1.653
C -2.290 -2.490 -1.397 -1.990
C -0.728 -2.920 2.605 0.308
C -0.605 -2.042 3.840 -1.369
C 0.566 -3.708 2.410 -1.652
H -1.257 1.766 4.951 0.587
H -1.331 0.502 3.730 -0.213
H 0.156 0.763 4.656 0.203
H -1.137 2.608 2.581 0.597
H 1.199 3.253 4.446 0.341
H 0.726 4.244 3.051 0.316
H -0.382 4.009 4.390 0.518
H 3.064 1.180 1.411 -1.563
H 2.471 1.512 4.380 0.283
H 2.368 -0.006 3.478 0.228
H 3.911 0.831 3.640 0.427
H 2.925 3.774 3.037 0.286
H 4.352 2.974 2.417 0.483
H 3.200 3.680 1.298 0.364
H 1.548 4.311 0.296 0.401
H 0.285 5.400 -1.504 0.515
H -1.694 4.307 -2.495 0.519
H -2.427 2.080 -1.698 0.717
H -3.418 2.270 0.493 0.637
H -5.527 1.517 1.494 0.479
H -5.706 -0.739 2.494 0.521
H -3.796 -2.301 2.407 0.634
H -0.654 -3.637 -0.535 0.468
H -3.485 -3.852 0.642 0.376
H -2.697 -4.986 -0.437 0.487
H -2.091 -4.805 1.196 0.378
H -3.286 -2.155 -1.100 0.414
H -1.740 -1.642 -1.783 0.169
H -2.422 -3.219 -2.198 0.551
H -1.565 -3.612 2.725 1.095
H 0.169 -1.290 3.698 -0.055
H -1.540 -1.545 4.091 0.341
H -0.321 -2.663 4.690 0.584
H 1.392 -3.014 2.260 0.259
H 0.777 -4.280 3.312 0.606
H 0.523 -4.409 1.574 0.371
C 2.213 -3.176 0.097 -1.667
O 2.296 -1.747 0.414 0.710
C 3.646 -1.350 0.593 0.771
C 4.459 -2.116 1.412 -0.441
C 5.784 -1.767 1.629 -0.884
C 6.317 -0.636 1.033 -0.900
C 5.521 0.134 0.204 -0.494
C 4.202 -0.221 -0.045 -0.830
N 3.444 0.682 -0.869 0.461
C 2.478 0.372 -1.688 -1.155
C 2.305 -0.897 -2.295 0.481
C 3.366 -1.638 -2.854 -0.299
C 3.068 -2.757 -3.594 -0.948
C 1.728 -3.154 -3.744 -0.660
C 0.693 -2.465 -3.139 -0.585
C 0.985 -1.342 -2.363 0.151
O 0.103 -0.705 -1.591 -0.658
H 1.219 -3.352 -0.301 -0.151
H 2.382 -3.777 0.981 0.587
H 2.956 -3.405 -0.665 0.599
H 4.059 -2.990 1.907 0.489
H 6.393 -2.381 2.278 0.523
H 7.348 -0.360 1.202 0.494
H 5.931 1.008 -0.287 0.539
H 3.656 1.666 -0.738 0.464
H 1.772 1.168 -1.917 0.610
H 4.385 -1.281 -2.775 0.529
H 3.856 -3.318 -4.077 0.485
H 1.503 -4.028 -4.342 0.492
H -0.331 -2.794 -3.241 0.602



Entry 6:
14
Properties=species:S:1:pos:R:3:mulliken_charge:R:1 method="wB97M-V/def2-TZVPD" de_lowest_ev=3.5017 homo_lumo_gap_ev=10.002 e_homo_ha=-0.332
C 1.591 0.162 0.096 -0.867
C 0.376 0.311 -0.789 -0.502
C -1.016 -0.349 0.051 0.578
N -1.330 -1.624 -0.301 -0.474
N -1.575 0.347 0.938 -0.540
O -0.782 1.727 0.805 -0.445
H 2.505 0.182 -0.508 0.298
H 1.656 0.994 0.799 0.278
H 1.568 -0.758 0.684 0.277
H 0.382 -0.400 -1.619 0.306
H 0.297 1.297 -1.242 0.311
H -0.587 -2.190 -0.686 0.238
H -1.942 -2.093 0.355 0.250
H -1.144 2.396 1.418 0.291